No. 1
A molecular structure, C23H43N2OP3PtS, computed with ωB97M-V/def2-TZVPD.

Element x y z (Å)
Pt -0.54 -0.38 -0.31
P -2.54 0.74 -0.65
P -1.25 -2.50 0.61
P -0.39 -1.23 -2.38
H 5.49 3.28 -2.47
C 4.56 2.88 -2.94
C 3.48 3.65 -3.15
H 3.03 4.31 -2.42
C -2.93 2.18 0.43
C -4.07 -0.29 -0.49
C -2.77 1.51 -2.30
C 0.23 -3.50 1.03
C -2.22 -2.51 2.17
C -2.30 -3.59 -0.42
C 0.35 -0.21 -3.70
C -1.91 -1.81 -3.27
C 0.71 -2.69 -2.43
H 4.67 1.92 -3.40
H 3.16 3.81 -4.20
H -1.99 2.68 0.69
H -3.44 1.87 1.34
H -3.59 2.88 -0.10
H -4.09 -0.84 0.45
H -4.15 -1.01 -1.32
H -4.96 0.37 -0.52
H -1.88 2.11 -2.55
H -3.67 2.16 -2.26
H -2.92 0.76 -3.08
H -0.12 -4.48 1.38
H 0.78 -3.01 1.85
H 0.87 -3.63 0.14
H -2.59 -3.54 2.31
H -3.09 -1.85 2.10
H -1.58 -2.25 3.03
H -2.56 -4.45 0.22
H -1.77 -3.95 -1.30
H -3.23 -3.06 -0.69
H 0.44 -0.83 -4.60
H 1.34 0.14 -3.39
H -0.30 0.65 -3.93
H -1.58 -2.45 -4.10
H -2.46 -0.97 -3.71
H -2.59 -2.40 -2.65
H 0.88 -2.95 -3.48
H 0.28 -3.56 -1.91
H 1.67 -2.42 -1.98
C 2.33 1.94 -0.93
C 2.74 0.58 -0.75
C 4.09 0.32 -0.48
C 4.92 1.37 -0.12
C 4.39 2.64 0.14
C 3.06 2.92 -0.20
S 1.14 2.57 -2.06
H 1.39 3.85 -2.21
H 1.99 -0.22 -0.71
H 4.49 -0.69 -0.57
H 6.01 1.22 -0.07
H 5.01 3.47 0.52
H 2.62 3.92 -0.09
N -0.88 0.53 6.86
C 0.26 0.52 6.10
O 1.38 0.65 6.59
C 0.06 0.40 4.62
C 1.14 0.01 3.81
C 0.96 -0.14 2.43
N -0.24 0.06 1.84
C -1.29 0.39 2.62
C -1.16 0.60 4.00
H -0.73 0.51 7.85
H -1.75 0.14 6.52
H 2.14 -0.11 4.21
H 1.78 -0.45 1.77
H -2.25 0.48 2.13
H -2.04 0.93 4.53

Values from the calculation:
Spin multiplicity: 5
⟨S²⟩: 6.0323
Frontier orbital gap (alpha / beta), Eh: 0.1697 / 0.0922
Total charge: +4
Energy relative to the best compared isomer or geometry (same formula, charge and spin), kJ/mol: 272.3

Here are the Mulliken charges for atoms 1 to 2, given in e: 0.7466, 0.7788

---

No. 2
2 unconnected molecules or ions with the total composition C4H11N3S, computed with ωB97M-V/def2-TZVPD.

Element x y z (Å)
C 0.90 1.19 1.81
C 2.36 1.32 1.42
C 1.52 2.12 0.79
C 0.42 -2.06 -0.41
N -2.08 -0.95 -1.99
N -2.00 1.23 -0.57
N -0.05 -0.69 -0.39
S -1.78 -0.32 -0.46
H 0.47 0.22 1.62
H 0.55 1.67 2.84
H 3.37 1.10 1.60
H -2.64 -0.40 -2.63
H 1.33 2.77 0.02
H 1.30 -2.11 0.09
H -0.16 -2.80 0.23
H 0.49 -2.34 -1.52
H -2.67 -1.76 -2.03
H -1.83 1.77 0.25
H 0.51 0.07 -0.66

Values from the calculation:
Frontier orbital gap, Eh: 0.3340
Energy relative to the best compared isomer or geometry (same formula, charge and spin), kJ/mol: 601.5

Here are the natural (NBO) charges for atoms 1 to 2, given in e: -0.4421, -0.1797

---

No. 3
10 unconnected molecules or ions with the total composition C43H53IN12, computed with ωB97M-V/def2-TZVPD.

Element x y z (Å)
H -4.56 1.84 0.06
N -4.35 2.07 -0.93
C -3.16 1.51 -1.30
C -2.69 1.72 -2.83
C -2.38 0.66 -0.16
C -0.80 1.01 0.00
C -0.38 2.48 -0.53
N 0.01 3.42 -1.26
C -0.40 0.95 1.59
I 0.22 2.93 2.36
C 0.85 -0.09 1.76
N 1.78 -0.84 2.15
H -1.96 2.64 -2.86
H -3.58 2.02 -3.53
H -2.19 0.77 -3.30
H -2.45 -0.46 -0.46
H -2.90 0.74 0.88
H -0.21 0.15 -0.53
H -1.25 0.57 2.27
C 0.12 -4.90 4.88
C 1.47 -5.21 4.60
C 1.99 -4.19 3.85
N 1.00 -3.26 3.65
C -0.14 -3.69 4.28
H -0.58 -5.49 5.45
H 2.01 -6.09 4.92
H 2.98 -4.03 3.43
H 1.09 -2.41 3.12
H -1.05 -3.09 4.25
C -0.88 -5.41 0.36
C -0.89 -6.68 -0.28
C 0.18 -7.39 0.20
N 0.84 -6.61 1.11
C 0.20 -5.40 1.22
H -1.58 -4.60 0.22
H -1.61 -7.02 -1.01
H 0.52 -8.39 -0.02
H 1.66 -6.87 1.62
H 0.56 -4.64 1.89
C -2.60 -3.75 -3.79
C -3.21 -3.76 -2.52
C -3.69 -5.03 -2.30
N -3.39 -5.79 -3.40
C -2.72 -5.02 -4.32
H -2.12 -2.91 -4.28
H -3.29 -2.93 -1.83
H -4.21 -5.46 -1.46
H -3.62 -6.76 -3.52
H -2.39 -5.44 -5.26
C 5.41 3.34 1.25
C 4.04 3.01 1.32
C 3.44 3.51 0.19
N 4.41 4.13 -0.56
C 5.61 4.02 0.08
H 6.18 3.09 1.98
H 3.54 2.48 2.12
H 2.41 3.48 -0.15
H 4.25 4.59 -1.45
H 6.51 4.44 -0.36
C 4.43 -0.40 -4.11
C 3.50 -0.65 -3.08
C 3.40 0.50 -2.33
N 4.25 1.43 -2.88
C 4.87 0.89 -3.97
H 4.74 -1.10 -4.88
H 2.96 -1.57 -2.89
H 2.81 0.74 -1.46
H 4.38 2.37 -2.53
H 5.58 1.47 -4.55
C -7.00 4.34 -6.49
C -6.70 2.98 -6.72
C -5.90 2.55 -5.69
N -5.71 3.61 -4.84
C -6.38 4.70 -5.32
H -7.61 4.99 -7.10
H -7.04 2.37 -7.55
H -5.46 1.59 -5.48
H -5.15 3.58 -3.99
H -6.35 5.64 -4.78
C 4.79 7.77 4.52
C 3.64 8.20 3.81
C 3.21 7.15 3.04
N 4.07 6.10 3.25
C 5.03 6.47 4.15
H 5.39 8.35 5.21
H 3.18 9.18 3.87
H 2.38 7.06 2.37
H 3.99 5.19 2.81
H 5.80 5.77 4.45
C -7.35 -9.42 -5.88
C -7.20 -9.69 -4.50
C -6.33 -8.77 -3.99
N -5.94 -7.95 -5.01
C -6.56 -8.33 -6.17
H -7.96 -9.96 -6.59
H -7.69 -10.48 -3.94
H -5.95 -8.62 -2.98
H -5.29 -7.17 -4.92
H -6.38 -7.80 -7.09
C 6.15 5.87 9.05
C 5.87 6.59 10.24
C 5.16 7.71 9.88
N 5.00 7.69 8.52
C 5.60 6.57 8.01
H 6.70 4.94 8.97
H 6.16 6.32 11.25
H 4.75 8.51 10.48
H 4.52 8.40 7.98
H 5.59 6.37 6.95

Values from the calculation:
SMILES: [H]/N=C(/C)C[C@@H](C#N)[C@H](I)C#N.c1cc[nH]c1.c1cc[nH]c1.c1cc[nH]c1.c1cc[nH]c1.c1cc[nH]c1.c1cc[nH]c1.c1cc[nH]c1.c1cc[nH]c1.c1cc[nH]c1
Frontier orbital gap, Eh: 0.2357

Here are the Mulliken charges for atoms 1 to 2, given in e: 0.2379, -0.7081

---

No. 4
2 unconnected molecules or ions with the total composition C3H11NS, computed with ωB97M-V/def2-TZVPD.

Element x y z (Å)
C -1.35 0.06 2.08
C -2.57 -0.07 1.22
N -2.13 -0.21 -0.25
H -0.73 -0.83 1.86
H -1.58 0.11 3.16
H -0.70 0.88 1.74
H -3.26 0.72 1.49
H -2.98 -1.06 1.41
H -1.59 -1.07 -0.22
H -3.03 -0.52 -0.63
C 2.28 -0.98 -0.95
S 1.89 0.77 -1.02
H 3.25 -1.04 -1.45
H 1.68 -1.67 -1.54
H 2.53 -1.25 0.08
H 0.57 0.78 -1.10

Values from the calculation:
SMILES: CCN.CS
Frontier orbital gap, Eh: 0.3597
Energy relative to the best compared isomer or geometry (same formula, charge and spin), kJ/mol: 89.4

Here are the natural (NBO) charges for atoms 1 to 2, given in e: -0.6168, -0.2253

---

No. 5
9 unconnected molecules or ions with the total composition C20H59NO17, computed with ωB97M-V/def2-TZVPD.

Element x y z (Å)
C -3.81 1.61 -2.34
O -4.93 1.09 -1.62
C -4.61 -0.13 -0.88
C -5.87 -0.94 -0.50
C -6.78 -0.19 0.49
N -5.34 -2.05 0.21
H -4.24 2.25 -3.11
H -3.18 1.01 -3.00
H -3.24 2.36 -1.79
H -3.94 -0.76 -1.45
H -4.06 0.10 0.03
H -6.58 -1.22 -1.28
H -7.50 0.47 0.01
H -6.20 0.38 1.21
H -7.51 -0.75 1.07
H -5.07 -2.73 -0.48
H -5.97 -2.49 0.86
O -1.21 3.30 2.21
C -2.26 3.25 1.21
C -3.58 3.35 1.86
O -3.76 2.21 2.71
H -1.38 2.55 2.79
H -2.07 4.17 0.65
H -2.28 2.40 0.52
H -4.38 3.61 1.16
H -3.59 4.25 2.47
H -4.04 2.56 3.56
O 0.03 3.47 -0.79
C 1.29 4.14 -0.84
C 1.26 5.14 0.31
O 1.19 4.55 1.63
H 0.06 2.80 -0.11
H 2.10 3.42 -0.84
H 1.35 4.73 -1.76
H 0.51 5.90 0.11
H 2.22 5.65 0.31
H 0.32 4.21 1.84
O 3.12 -3.85 4.42
C 2.42 -2.74 3.96
C 1.38 -2.18 5.01
O 1.93 -1.94 6.27
H 2.56 -4.55 4.08
H 3.07 -1.92 3.66
H 1.82 -3.12 3.13
H 0.56 -2.89 4.94
H 0.94 -1.28 4.58
H 2.85 -2.23 6.29
O 3.78 -2.54 0.35
C 4.58 -3.68 -0.18
C 5.22 -4.45 1.07
O 6.32 -3.88 1.78
H 2.86 -2.74 0.18
H 3.79 -4.32 -0.58
H 5.27 -3.49 -1.00
H 5.49 -5.47 0.78
H 4.50 -4.44 1.89
H 6.23 -2.94 1.60
O -1.19 -0.54 -1.16
C -1.13 -0.43 0.22
C 0.33 -0.33 0.89
O 0.64 1.08 0.83
H -1.81 -1.26 -1.33
H -1.67 0.41 0.66
H -1.64 -1.28 0.67
H 1.11 -0.98 0.48
H 0.19 -0.59 1.94
H 1.58 1.10 0.64
O 0.99 -2.35 -1.42
C 0.41 -3.66 -1.20
C -0.35 -3.96 -2.45
O -1.49 -3.20 -2.58
H 0.27 -1.73 -1.53
H 1.07 -4.53 -1.13
H -0.23 -3.77 -0.33
H -0.72 -4.97 -2.59
H 0.29 -3.80 -3.32
H -1.58 -3.03 -3.52
O -1.21 2.34 -6.15
C -0.98 1.28 -5.24
C -0.33 1.94 -4.02
O -1.17 2.81 -3.26
H -2.00 2.74 -5.78
H -1.92 0.81 -4.97
H -0.41 0.47 -5.70
H 0.56 2.43 -4.41
H -0.13 1.12 -3.33
H -0.72 3.00 -2.43
O 6.46 1.32 1.12
C 5.95 0.88 -0.12
C 4.53 0.43 0.13
O 3.55 1.48 0.36
H 6.12 2.12 1.52
H 5.88 1.76 -0.76
H 6.56 0.09 -0.54
H 4.49 -0.29 0.96
H 4.09 -0.09 -0.72
H 3.98 2.14 0.91

Values from the calculation:
SMILES: COC[C@H](C)N.OCCO.OCCO.OCCO.OCCO.OCCO.OCCO.OCCO.OCCO
Frontier orbital gap, Eh: 0.3582
Energy relative to the best compared isomer or geometry (same formula, charge and spin), kJ/mol: 310.8

Here are the Mulliken charges for atoms 1 to 2, given in e: -0.5982, -0.4673

---

No. 6
4 unconnected molecules or ions with the total composition C20H46NO2, computed with ωB97M-V/def2-TZVPD.

Element x y z (Å)
O 0.66 -2.04 3.10
C 0.81 -1.07 2.35
C -0.19 0.02 2.18
N -0.87 -0.51 1.04
O -1.73 -1.62 1.53
H 1.59 -1.08 1.57
H 0.25 0.99 1.93
H -0.81 0.12 3.10
H -1.40 -1.86 2.41
C -3.51 5.73 3.14
C -2.76 4.41 3.28
C -2.05 3.97 2.00
C -2.97 3.74 0.80
C -4.09 2.72 1.04
C -3.56 1.35 1.42
H -4.29 5.67 2.38
H -3.98 6.03 4.08
H -2.83 6.53 2.84
H -3.46 3.63 3.59
H -2.03 4.49 4.08
H -1.50 3.05 2.20
H -1.31 4.73 1.73
H -2.35 3.39 -0.03
H -3.41 4.69 0.48
H -4.68 2.65 0.12
H -4.77 3.10 1.81
H -2.86 0.95 0.68
H -4.36 0.62 1.54
H -3.00 1.37 2.36
C -4.30 -2.09 -4.43
C -3.15 -1.16 -4.78
C -1.81 -1.61 -4.19
C -1.77 -1.69 -2.66
C -2.14 -0.40 -1.93
C -1.20 0.76 -2.23
H -4.46 -2.15 -3.35
H -5.24 -1.76 -4.89
H -4.10 -3.11 -4.79
H -3.38 -0.15 -4.43
H -3.05 -1.09 -5.87
H -1.03 -0.93 -4.54
H -1.55 -2.60 -4.60
H -0.77 -1.99 -2.35
H -2.44 -2.49 -2.32
H -2.09 -0.59 -0.86
H -3.17 -0.11 -2.17
H -0.18 0.48 -1.95
H -1.47 1.63 -1.65
H -1.20 1.04 -3.29
C 7.08 -4.27 0.32
C 7.21 -2.75 0.25
C 6.42 -2.03 1.34
C 4.91 -2.27 1.31
C 4.22 -1.92 -0.01
C 4.36 -0.45 -0.39
H 6.05 -4.59 0.19
H 7.68 -4.76 -0.45
H 7.42 -4.65 1.29
H 6.88 -2.41 -0.73
H 8.26 -2.48 0.34
H 6.62 -0.95 1.26
H 6.80 -2.33 2.32
H 4.44 -1.68 2.11
H 4.70 -3.32 1.55
H 3.17 -2.17 0.08
H 4.62 -2.55 -0.82
H 3.93 0.19 0.39
H 3.82 -0.24 -1.32
H 5.40 -0.16 -0.54

Values from the calculation:
Frontier orbital gap, Eh: 0.1907
Total charge: -1

Here are the natural (NBO) charges for atoms 1 to 2, given in e: -0.6724, 0.3651

---

No. 7
2 unconnected molecules or ions with the total composition C7H11N, computed with ωB97M-V/def2-TZVPD.

Element x y z (Å)
C 1.71 0.29 0.09
C 1.17 1.47 -0.37
C 0.23 1.36 -1.45
C -0.30 0.11 -1.76
C 0.02 -1.03 -1.13
C 1.00 -0.96 -0.26
H 2.69 0.31 0.69
H 1.52 2.46 -0.12
H -0.15 2.24 -2.03
H -0.96 0.17 -2.77
H -0.46 -2.07 -1.02
H 1.14 -1.98 0.54
C -1.43 -1.16 1.99
N -1.43 0.29 1.88
H -2.05 -1.57 2.84
H -1.90 -1.66 1.03
H -0.56 -1.66 2.25
H -1.06 0.55 0.91
H -2.59 0.68 1.91

Values from the calculation:
SMILES: c1ccccc1.CN
Frontier orbital gap, Eh: 0.3639
Energy relative to the best compared isomer or geometry (same formula, charge and spin), kJ/mol: 347.4

Here are the natural (NBO) charges for atoms 1 to 2, given in e: -0.2155, -0.2247

---

No. 8
2 unconnected molecules or ions with the total composition C3H3NO, computed with ωB97M-V/def2-TZVPD.

Element x y z (Å)
C 0.13 -0.99 -0.66
C -0.38 0.29 1.10
C -0.13 0.37 -0.35
N 0.55 -0.68 0.55
O 0.32 -1.79 -1.51
H 0.00 1.03 1.66
H -1.26 -0.13 1.30
H 0.75 1.90 -2.09

Values from the calculation:
Frontier orbital gap (alpha / beta), Eh: 0.3388 / 0.3366
Energy relative to the best compared isomer or geometry (same formula, charge and spin), kJ/mol: 697.9

Here are the natural (NBO) charges for atoms 1 to 2, given in e: 0.5706, -0.2417

---

No. 9
A molecular structure, C3H3FNaO2, computed with ωB97M-V/def2-TZVPD.

Element x y z (Å)
F -3.98 -1.22 -1.97
H -4.91 -1.23 -1.91
H 3.20 0.18 0.19
O 0.47 0.10 1.31
O 1.20 0.31 -0.67
C 1.77 0.59 1.41
C 2.21 0.75 0.15
C 0.12 0.02 0.05
H 2.04 1.08 2.34
Na -2.10 -0.58 -0.89

Values from the calculation:
Frontier orbital gap, Eh: 0.3805
Total charge: +1
Energy relative to the best compared isomer or geometry (same formula, charge and spin), kJ/mol: 0.0

Here are the natural (NBO) charges for atoms 1 to 2, given in e: -0.5956, 0.6009

---

No. 10
A molecular structure, C32H34CoF3NO2S2Sb, computed with ωB97M-V/def2-TZVPD.

Element x y z (Å)
Co 0.81 -1.95 1.19
O 0.44 0.72 2.65
C 0.13 0.23 3.91
C -0.01 -1.27 4.02
C 0.14 -1.82 5.29
C -0.13 -3.15 5.51
C -0.58 -3.90 4.44
C -0.67 -3.31 3.20
N -0.34 -2.02 2.94
H 1.30 0.25 2.40
H -0.83 0.66 4.22
H 0.87 0.56 4.65
H 0.45 -1.18 6.10
H 0.00 -3.59 6.49
H -0.85 -4.95 4.55
H -1.01 -3.87 2.35
C 0.98 -5.39 -1.94
C 0.89 -4.06 -1.21
S 0.67 -4.16 0.52
C 0.98 -2.89 -1.86
C 1.23 -2.82 -3.34
S 0.84 -1.36 -1.02
H 0.68 -6.19 -1.27
H 2.01 -5.58 -2.26
H 0.35 -5.41 -2.83
H 2.10 -3.42 -3.62
H 1.41 -1.79 -3.65
H 0.37 -3.18 -3.91
C 3.82 0.45 3.09
C 3.50 -0.38 1.84
C 4.52 -1.52 1.71
C 3.58 0.52 0.61
O 2.23 -0.93 1.99
H 4.83 0.87 3.05
H 3.73 -0.18 3.98
H 3.10 1.27 3.18
H 5.55 -1.13 1.66
H 4.30 -2.10 0.82
H 4.43 -2.18 2.58
H 4.60 0.87 0.43
H 2.92 1.39 0.73
H 3.23 -0.03 -0.27
F -0.45 7.54 -2.69
C -0.50 6.28 -2.20
C 0.59 5.45 -2.40
C 0.52 4.15 -1.92
C -0.61 3.66 -1.28
C -1.66 4.55 -1.05
C -1.62 5.86 -1.51
Sb -0.54 1.56 -0.62
C -0.98 0.87 -2.65
C -1.96 -0.10 -2.84
C -2.17 -0.67 -4.09
C -1.38 -0.27 -5.14
F -1.58 -0.82 -6.36
C -0.39 0.68 -4.99
C -0.20 1.24 -3.73
C -2.65 1.52 -0.12
C -3.61 1.97 -1.03
C -4.96 1.99 -0.71
C -5.34 1.54 0.55
F -6.65 1.58 0.88
C -4.43 1.06 1.46
C -3.08 1.05 1.12
H 1.47 5.83 -2.91
H 1.38 3.50 -2.05
H -2.53 4.23 -0.49
H -2.44 6.55 -1.36
H -2.56 -0.44 -2.01
H -2.92 -1.44 -4.24
H 0.22 0.96 -5.83
H 0.59 1.97 -3.60
H -3.29 2.30 -2.01
H -5.70 2.35 -1.40
H -4.78 0.70 2.42
H -2.35 0.67 1.83

Values from the calculation:
Spin multiplicity: 4
⟨S²⟩: 3.7639
Frontier orbital gap (alpha / beta), Eh: 0.2157 / 0.2249
Total charge: -1
Energy relative to the best compared isomer or geometry (same formula, charge and spin), kJ/mol: 120.4

Here are the Mulliken charges for atoms 1 to 2, given in e: -0.0500, -0.2419